No. 1
Entry from the Open Molecules 2025 dataset: C49H61BrMoN8O5S as an isolated structure (the ωB97M-V functional and the def2-TZVPD basis).

Geometry as XYZ:
```
126
Properties=species:S:1:pos:R:3
Mo -0.00936 -0.13249 -0.15639
C 5.86231 -2.63877 -0.50495
C 5.05640 -2.18411 -1.72730
C 3.57929 -2.19966 -1.48828
C 2.68397 -3.19873 -1.74878
C 2.94343 -4.55424 -2.32845
C 3.11689 -5.63256 -1.25250
C 1.41390 -2.74739 -1.25890
N 1.50831 -1.47102 -0.75908
C 2.84349 -1.15647 -0.83267
C 3.41717 -0.07840 -0.18517
C 2.78829 0.75508 0.70710
C 3.45268 1.78679 1.44265
C 4.91358 2.09230 1.34215
C 5.77245 1.15414 2.19896
C 2.51488 2.38441 2.23535
C 1.26681 1.73785 1.96963
C 0.05650 2.13727 2.50333
C -1.16719 1.59490 2.19419
N -1.35177 0.59232 1.26899
C -2.69657 0.30354 1.31901
C -3.25963 -0.80451 0.72741
C -2.55749 -1.83803 0.13728
N -1.18735 -1.85708 -0.08165
C -0.93847 -3.09768 -0.66161
C 0.25633 -3.49847 -1.21546
C -2.14560 -3.86868 -0.73449
C -3.15356 -3.07630 -0.26926
C -4.60153 -3.42027 -0.11315
C -4.91696 -3.99841 1.27101
C -2.22446 -5.29092 -1.19375
C -1.70253 -6.27304 -0.13841
C -3.37832 1.19377 2.22010
C -2.42146 1.98415 2.78230
C -2.57402 3.00757 3.86284
C -2.17475 2.47043 5.24208
C -4.84269 1.14361 2.52101
C -5.18814 0.11530 3.60412
N 1.43184 0.71075 1.04856
C 2.71258 3.49009 3.22412
C 2.93466 2.96838 4.64745
H 6.93115 -2.57511 -0.70486
H 5.63054 -3.67213 -0.24663
H 5.64304 -2.02434 0.37010
H 5.28260 -2.83711 -2.57122
H 5.36072 -1.17885 -2.02554
H 3.83917 -4.50921 -2.94891
H 2.12683 -4.83299 -2.99913
H 3.95293 -5.39459 -0.59499
H 3.30857 -6.60344 -1.70680
H 2.22384 -5.71873 -0.63089
H 4.47502 0.07879 -0.34000
H 5.08071 3.12505 1.65039
H 5.22569 2.02908 0.29734
H 5.52465 1.25235 3.25573
H 6.83006 1.38389 2.07743
H 5.61688 0.11047 1.91987
H 0.07711 2.93897 3.22839
H -4.32750 -0.93569 0.83655
H 0.29376 -4.49504 -1.63436
H -4.88102 -4.14094 -0.88273
H -5.21571 -2.53570 -0.29417
H -4.38848 -4.93885 1.42760
H -5.98404 -4.18858 1.37630
H -4.61254 -3.31230 2.06355
H -1.66274 -5.41663 -2.12277
H -3.26107 -5.52960 -1.43332
H -0.65259 -6.08625 0.09338
H -1.79463 -7.29942 -0.48986
H -2.26568 -6.17970 0.79021
H -3.61024 3.34611 3.88788
H -1.97420 3.88922 3.62350
H -2.79478 1.61892 5.52229
H -2.29316 3.24046 6.00277
H -1.13511 2.13898 5.25387
H -5.39846 0.92325 1.60662
H -5.17206 2.13257 2.84193
H -4.84843 -0.88396 3.32602
H -6.26390 0.07570 3.76854
H -4.71166 0.37401 4.54970
H 1.85050 4.15987 3.20961
H 3.56484 4.09500 2.91234
H 2.08779 2.36751 4.98389
H 3.06151 3.79590 5.34383
H 3.82505 2.34195 4.69966
O -4.18560 0.59739 -4.98060
C -3.30627 0.42460 -3.99676
C -2.56417 -0.73928 -3.79976
C -1.70779 -0.79008 -2.73089
N -1.51496 0.21759 -1.85473
C -2.23656 1.32842 -2.06900
Br -2.09652 2.78881 -0.89127
C -3.12911 1.47866 -3.10601
H -4.25792 -0.18591 -5.54310
H -2.65746 -1.59536 -4.45483
H -1.13759 -1.69132 -2.55606
H -3.69390 2.39121 -3.22314
C 7.41525 2.54629 -2.78175
C 6.67855 2.00864 -4.00186
S 4.95898 1.62888 -3.68481
O 4.61738 0.39587 -4.35789
O 4.68402 1.74681 -2.26657
C 4.04998 2.93299 -4.48036
C 2.56858 2.59879 -4.54001
N 1.95384 2.37063 -3.22572
C 1.46714 1.18961 -2.80427
N 0.96900 1.30783 -1.56801
C 1.17732 2.60669 -1.17465
C 1.78063 3.25916 -2.18591
N 2.15631 4.64293 -2.19445
O 2.57734 5.10414 -3.23817
O 2.02734 5.23891 -1.15143
C 1.50532 -0.04548 -3.62864
H 8.38693 2.92589 -3.09314
H 7.57341 1.76346 -2.04319
H 6.86820 3.35784 -2.30532
H 7.08588 1.06623 -4.36747
H 6.68727 2.71934 -4.82935
H 4.41497 3.02959 -5.50345
H 4.25108 3.85448 -3.93568
H 2.42002 1.68545 -5.10918
H 2.04660 3.41483 -5.03443
H 0.89711 3.00226 -0.21462
H 0.97905 0.09746 -4.57409
H 1.04100 -0.85876 -3.08735
H 2.53796 -0.32039 -3.85645
```

Output
- Total charge: +2
- Energy relative to the best compared isomer or geometry (same formula, charge and spin): 0.0 kcal/mol
- DFT total energy: -5758.03199 hartree
- E_HOMO (alpha / beta): -11.981 / -11.853 eV
- Orbital gap (alpha / beta): 0.2160 / 0.2024 Ha
- Multiplicity: 3

Löwdin atomic charge list, values in e, 8 entries: atom 1 (Mo): 1.7968, atom 2 (C): -0.0565, atom 3 (C): -0.1671, atom 4 (C): -0.1057, atom 5 (C): -0.1120, atom 6 (C): -0.1728, atom 7 (C): -0.0628, atom 8 (C): -0.2233

=====

No. 2
Entry from the Open Molecules 2025 dataset: C6H7O5Yb as an isolated structure at a distorted geometry (the ωB97M-V functional and the def2-TZVPD basis).

Geometry as XYZ:
```
19
Properties=species:S:1:pos:R:3
O 1.20727 -0.35857 1.54320
Yb 1.27848 1.69489 1.16740
O 3.13272 0.53322 0.45235
C 3.08717 -0.63389 0.70908
C 0.26695 -1.39600 1.71004
C -0.20180 -1.93732 0.35978
H 0.77555 -2.20652 2.25426
H -0.59498 -1.09935 2.32838
H 0.62715 -2.51922 -0.07036
H -1.06128 -2.60331 0.53012
C -0.57056 -0.88100 -0.63953
C -1.33666 0.16380 -0.34118
O -1.70105 1.07329 -1.32735
C -0.97951 2.17419 -1.45256
O -0.00984 2.45889 -0.77303
O -1.32233 2.79159 -2.55526
H -0.18178 -0.96821 -1.65825
H -1.80991 0.34865 0.62469
H -0.60558 3.36488 -2.86178
```

Output
- Total charge: +2
- Energy relative to the best compared isomer or geometry (same formula, charge and spin): 0.0 kcal/mol
- DFT total energy: -1767.03937 hartree
- E_HOMO (alpha / beta): -17.749 / -17.720 eV
- Orbital gap (alpha / beta): 0.2904 / 0.2093 Ha
- Multiplicity: 2

Löwdin atomic charge list, values in e, 8 entries: atom 1 (O): -0.4658, atom 2 (Yb): 2.0787, atom 3 (O): -0.1360, atom 4 (C): 0.2124, atom 5 (C): -0.2538, atom 6 (C): -0.1357, atom 7 (H): 0.1457, atom 8 (H): 0.1304

=====

No. 3
Entry from the Open Molecules 2025 dataset: C25H16ClLiN4O4 as an isolated structure (the ωB97M-V functional and the def2-TZVPD basis).

Geometry as XYZ:
```
51
Properties=species:S:1:pos:R:3
Li 0.01096 0.94241 0.03409
O -2.33654 -2.82071 1.94126
C -1.58829 -1.80849 1.93070
N -0.29036 -1.67319 2.05772
C 0.53513 -2.77379 2.30335
C 0.13087 -3.99784 2.85065
C 1.04044 -5.00878 3.15262
C 2.39335 -4.81760 2.91325
C 2.82094 -3.61273 2.37089
C 1.93000 -2.58667 2.04069
N 2.42448 -1.38908 1.55003
C 1.78023 -0.76596 0.59879
O 1.81703 0.46729 0.34361
C 0.94696 -1.55925 -0.43128
C 1.26206 -2.86115 -0.81843
C 0.48625 -3.48163 -1.78035
C -0.58590 -2.79648 -2.33062
C -0.81631 -1.49974 -1.89979
N -0.06409 -0.89139 -0.99243
C -2.34181 -0.47223 1.77439
C -3.71579 -0.48814 2.01635
C -4.43292 0.69013 1.95247
C -3.76567 1.86092 1.63117
C -2.40635 1.78998 1.36475
N -1.70302 0.65448 1.43509
H -0.92554 -4.13752 3.02187
H 0.68236 -5.94116 3.57841
H 3.11548 -5.59526 3.14396
H 3.87363 -3.42954 2.17926
H 2.09146 -3.36675 -0.34743
H 0.70733 -4.49804 -2.08689
H -1.23509 -3.24621 -3.07102
H -1.63979 -0.91744 -2.30155
H -4.16375 -1.44325 2.24921
H -5.50065 0.69438 2.14888
H -4.27324 2.81501 1.56336
H -1.86148 2.67698 1.06137
Cl 3.17188 6.11868 -5.24426
C 2.17553 5.40973 -3.97897
C 1.60395 6.23884 -3.03038
C 0.81393 5.67172 -2.04088
C 0.59369 4.30108 -1.99882
C 1.19221 3.49296 -2.95883
C 1.98654 4.03924 -3.95749
C -0.29836 3.68445 -0.91253
O -0.75987 4.46134 -0.06287
O -0.48938 2.44480 -1.02057
H 1.77979 7.30595 -3.07047
H 0.34477 6.27940 -1.27766
H 1.02646 2.42585 -2.88950
H 2.45648 3.41439 -4.70515
```

Output
- Total charge: -2
- Energy relative to the best compared isomer or geometry (same formula, charge and spin): 0.0 kcal/mol
- DFT total energy: -1950.20029 hartree
- E_HOMO: -0.886 eV
- Orbital gap: 0.1778 Ha

Löwdin atomic charge list, values in e, 8 entries: atom 1 (Li): 0.5960, atom 2 (O): -0.0782, atom 3 (C): -0.5052, atom 4 (N): 0.1230, atom 5 (C): -0.2120, atom 6 (C): -0.0414, atom 7 (C): -0.1529, atom 8 (C): -0.1636

=====

No. 4
Entry from the Open Molecules 2025 dataset: C22H18BrN3O4Pd as an isolated structure at a distorted geometry (the ωB97M-V functional and the def2-TZVPD basis).

Geometry as XYZ:
```
49
Properties=species:S:1:pos:R:3
Pd -0.36920 0.45763 -0.32178
C 3.86958 -0.20187 0.32021
C 2.49563 -0.46721 0.14858
N 1.65090 0.49898 -0.22169
C 2.10430 1.74279 -0.43023
C 3.45964 2.10760 -0.24082
C 4.36260 1.09046 0.11458
C 3.82770 3.48421 -0.43618
C 2.91050 4.44152 -0.79071
C 1.49941 4.09297 -0.96216
C 0.48133 5.02003 -1.09823
C -0.85167 4.59987 -1.11523
C -1.14492 3.25715 -0.90124
N -0.17886 2.31077 -0.82829
C 1.11248 2.74262 -0.81261
H 4.56000 -0.93955 0.66442
H 2.01689 -1.42145 0.29374
H 5.40139 1.32323 0.30268
H 4.89029 3.77686 -0.27219
H 3.18524 5.47064 -0.88944
H 0.72081 6.05902 -1.10377
H -1.69307 5.24636 -1.43438
H -2.18459 2.92196 -0.71784
N -2.44135 0.34617 -0.62835
C -3.31516 0.13070 0.55364
C -3.24009 1.22623 1.61367
C -1.85377 1.47760 2.22913
O -1.66397 2.51763 2.90386
O -0.90706 0.61659 1.98907
H -2.85558 0.98180 -1.33372
H -2.47085 -0.60862 -1.07558
H -3.08461 -0.85538 0.94862
H -4.36498 0.02002 0.15294
H -3.95934 0.92406 2.43143
H -3.68622 2.18585 1.23449
Br -1.59874 -3.45827 2.41280
C -0.89579 -4.47610 1.03108
C -0.72064 -5.82907 1.26790
C -0.21178 -6.63080 0.29132
C 0.00471 -6.07019 -0.96326
C -0.21233 -4.72296 -1.25000
C -0.57115 -3.90041 -0.19347
C -1.06329 -2.49885 -0.47699
O -0.13219 -1.59066 -0.39324
O -2.24588 -2.38543 -0.76195
H -1.05806 -6.28893 2.23114
H -0.02013 -7.70024 0.44892
H 0.43647 -6.76044 -1.70531
H 0.00539 -4.26488 -2.22555
```

Output
- Total charge: 0
- Energy relative to the best compared isomer or geometry (same formula, charge and spin): 15.3 kcal/mol
- DFT total energy: -4016.25357 hartree
- E_HOMO (alpha / beta): -6.759 / -8.259 eV
- Orbital gap (alpha / beta): 0.2093 / 0.2470 Ha
- Multiplicity: 3

Löwdin atomic charge list, values in e, 8 entries: atom 1 (Pd): 1.1230, atom 2 (C): -0.0075, atom 3 (C): -0.0473, atom 4 (N): -0.0180, atom 5 (C): -0.1312, atom 6 (C): -0.1419, atom 7 (C): 0.0126, atom 8 (C): -0.0134

=====

No. 5
Entry from the Open Molecules 2025 dataset: a 2-piece molecular cluster, C3H8N4 overall at a distorted geometry (the ωB97M-V functional and the def2-TZVPD basis).

Geometry as XYZ:
```
15
Properties=species:S:1:pos:R:3
N 0.67165 0.04656 0.35390
N -0.36541 -0.10720 -0.54896
C -0.70684 -0.87743 0.68275
N -1.72678 -0.30254 1.44169
C 1.38949 2.50102 -1.61644
C -0.47446 -2.23626 0.71167
N 1.25867 1.27376 -1.46263
H 1.47929 -0.54106 0.12970
H -0.21374 -0.59477 -1.42653
H -1.84615 0.67886 1.23091
H -1.61078 -0.45998 2.43360
H 0.66861 3.10315 -2.20176
H 2.23305 3.07217 -1.18104
H -1.12479 -2.89532 1.26754
H 0.36820 -2.66096 0.18561
```

Output
- Total charge: 0
- Energy relative to the best compared isomer or geometry (same formula, charge and spin): 162.0 kcal/mol
- DFT total energy: -337.89570 hartree
- E_HOMO (alpha / beta): -8.271 / -7.258 eV
- Orbital gap (alpha / beta): 0.3088 / 0.2620 Ha

Löwdin atomic charge list, values in e, 8 entries: atom 1 (N): -0.0020, atom 2 (N): -0.0640, atom 3 (C): -0.5718, atom 4 (N): 0.0966, atom 5 (C): -0.1556, atom 6 (C): 0.0579, atom 7 (N): 0.0682, atom 8 (H): 0.0700

=====

No. 6
Entry from the Open Molecules 2025 dataset: one molecule with the formula C4H8N2 at a distorted geometry (the ωB97M-V functional and the def2-TZVPD basis).

Geometry as XYZ:
```
14
Properties=species:S:1:pos:R:3
C -0.08063 1.31541 -0.16506
N 0.91659 0.54714 0.44729
C 1.18815 -0.67363 -0.25422
C -0.31388 -0.97385 -0.45833
N -1.02743 -0.70589 0.79869
C -1.01113 0.31501 -0.36487
H -0.39470 2.01888 0.56394
H -0.01387 1.60864 -1.35701
H 1.88620 0.80687 0.72033
H 1.76987 -1.41111 0.55771
H 1.83187 -0.60538 -1.12699
H -0.59288 -1.48770 -1.46086
H -0.51801 -0.37612 1.58012
H -1.88765 0.65947 -0.74426
```

Output
- Total charge: 0
- Energy relative to the best compared isomer or geometry (same formula, charge and spin): 98.4 kcal/mol
- SMILES string: C1NC[C@H]2N[C@@H]12
- DFT total energy: -266.56525 hartree
- E_HOMO: -8.691 eV
- Orbital gap: 0.3567 Ha

Löwdin atomic charge list, values in e, 8 entries: atom 1 (C): -0.2481, atom 2 (N): -0.1378, atom 3 (C): -0.1775, atom 4 (C): -0.2573, atom 5 (N): 0.0838, atom 6 (C): -0.3051, atom 7 (H): 0.1196, atom 8 (H): 0.1805